C3H12N6O3Tl | ωB97M-V with the def2-TZVPD basis set

XYZ file:
```
25
C3H12N6O3Tl (ωB97M-V with the def2-TZVPD basis set)
Tl 0.40 -1.29 -0.40
C -0.66 -3.16 1.81
O -0.03 -2.60 0.95
N -1.89 -2.99 1.97
N -0.32 -4.09 2.68
H -2.34 -2.34 1.34
H -2.35 -3.45 2.74
H 0.67 -4.31 2.71
H -0.92 -4.37 3.44
C 1.67 1.14 -1.94
O 1.17 0.17 -1.45
N 2.96 1.28 -2.16
N 1.04 2.12 -2.51
H 3.42 0.43 -1.87
H 3.27 1.98 -2.82
H 0.03 2.12 -2.46
H 1.52 2.88 -2.97
C -0.74 1.61 0.07
O -0.24 0.53 0.01
N -1.09 2.32 -0.92
N -0.97 2.19 1.17
H -1.11 1.80 -1.79
H -1.48 3.24 -0.81
H -1.30 3.14 1.24
H -0.70 1.66 1.99
```

Results
- Total charge: +3
- HOMO level: -20.589 eV
- Maximum force: 8.03 eV/Å
- Energy above the lowest of the compared OMol25 structures with the same formula, charge and spin: 334.39 kJ/mol
- Orbital gap: 6.1 eV
- Calculated total energy: -847.0087 Ha
- E_LUMO: -14.46 eV

---

C3H12NO | ωB97M-V with the def2-TZVPD basis set

XYZ file:
```
17
C3H12NO (ωB97M-V with the def2-TZVPD basis set)
C -1.95 0.72 -1.84
O -1.00 1.34 -0.71
H -2.75 1.40 -2.17
H -2.58 -0.07 -1.42
H -1.38 0.55 -2.71
H -0.24 1.79 -1.11
C 0.41 0.52 1.56
N 0.80 -0.34 0.32
C 1.33 -1.78 0.65
H -0.01 1.47 1.16
H 1.36 0.55 2.17
H -0.34 -0.06 2.05
H 0.06 0.05 -0.47
H 1.62 0.14 0.01
H 0.58 -2.54 1.09
H 2.10 -2.29 -0.06
H 2.00 -1.44 1.47
```

Results
- Total charge: +1
- HOMO level: -15.458 eV
- Maximum force: 3.22 eV/Å
- Energy above the lowest of the compared OMol25 structures with the same formula, charge and spin: 287.52 kJ/mol
- Orbital gap: 12.1 eV
- Calculated total energy: -251.1608 Ha
- E_LUMO: -3.32 eV

---

C3H12NO | ωB97M-V with the def2-TZVPD basis set

XYZ file:
```
17
C3H12NO (ωB97M-V with the def2-TZVPD basis set)
C -0.53 -0.51 1.67
C 0.71 -0.61 0.80
N 0.36 -0.54 -0.66
C 1.49 -0.11 -1.55
H -1.04 -1.44 1.83
H -0.19 -0.15 2.63
H -1.25 0.23 1.30
H 1.50 0.11 1.00
H 1.19 -1.55 1.00
H -0.45 0.08 -0.79
H 0.09 -1.45 -1.03
H 2.07 -0.99 -1.83
H 2.11 0.61 -1.03
H 1.09 0.29 -2.48
H -2.88 1.99 -0.89
H -2.13 2.34 0.37
O -2.14 1.69 -0.34
```

Results
- Total charge: +1
- HOMO level: -15.688 eV
- Maximum force: 0.99 eV/Å
- Energy above the lowest of the compared OMol25 structures with the same formula, charge and spin: 53.39 kJ/mol
- Orbital gap: 12.6 eV
- Calculated total energy: -251.2500 Ha
- E_LUMO: -3.12 eV

---

C3H12NO | ωB97M-V with the def2-TZVPD basis set

XYZ file:
```
17
C3H12NO (ωB97M-V with the def2-TZVPD basis set)
C -0.35 0.01 0.37
C -0.31 1.32 1.15
C -1.52 1.46 2.09
N 0.85 -0.13 -0.52
H -1.24 -0.02 -0.25
H -0.30 -0.87 1.00
H 0.62 1.36 1.73
H -0.27 2.13 0.43
H -1.24 1.98 2.99
H -1.93 0.48 2.34
H -2.35 1.97 1.60
H 1.70 -0.08 0.04
H 0.97 0.58 -1.26
H 0.86 -1.03 -1.03
H 0.22 -2.47 -2.75
H 1.60 -2.13 -3.26
O 1.09 -2.18 -2.44
```

Results
- Total charge: +1
- HOMO level: -15.903 eV
- Maximum force: 0.79 eV/Å
- Energy above the lowest of the compared OMol25 structures with the same formula, charge and spin: 26.19 kJ/mol
- Orbital gap: 12.5 eV
- Calculated total energy: -251.2604 Ha
- E_LUMO: -3.39 eV

---

Look up the calculated total energy of the first one.
-847.0087 Ha

---

What is the formula in the fourth record?
C3H12NO

---

What did the fourth record say?
C3H12NO | ωB97M-V with the def2-TZVPD basis set

XYZ file:
```
17
C3H12NO (ωB97M-V with the def2-TZVPD basis set)
C -0.35 0.01 0.37
C -0.31 1.32 1.15
C -1.52 1.46 2.09
N 0.85 -0.13 -0.52
H -1.24 -0.02 -0.25
H -0.30 -0.87 1.00
H 0.62 1.36 1.73
H -0.27 2.13 0.43
H -1.24 1.98 2.99
H -1.93 0.48 2.34
H -2.35 1.97 1.60
H 1.70 -0.08 0.04
H 0.97 0.58 -1.26
H 0.86 -1.03 -1.03
H 0.22 -2.47 -2.75
H 1.60 -2.13 -3.26
O 1.09 -2.18 -2.44
```

Results
- Total charge: +1
- HOMO level: -15.903 eV
- Maximum force: 0.79 eV/Å
- Energy above the lowest of the compared OMol25 structures with the same formula, charge and spin: 26.19 kJ/mol
- Orbital gap: 12.5 eV
- Calculated total energy: -251.2604 Ha
- E_LUMO: -3.39 eV

---

Number 2 is which compound?
C3H12NO